## A
An isolated ion of composition CH4N2O3P and charge -1. Source: OMol25; level of theory: wB97M-V/def2-TZVPD.

Atoms and positions in Å:
P: -0.11325 -0.83577 -0.27947
O: 1.00094 -1.80008 -0.37919
N: -1.07425 -1.37620 1.00536
H: 1.00463 2.31387 -1.11712
H: -1.52136 -0.54733 1.31408
N: 0.45342 1.51029 -1.03121
H: -0.50439 -1.90560 1.67979
O: 1.38200 1.09149 1.07523
H: -0.09853 0.90952 -1.63910
C: 0.58771 0.78831 0.21295
O: -0.94448 -0.55249 -1.48605

Results
SMILES string: NC(=O)[P@](N)(=O)[O-]
Highest occupied orbital energy: -4.77 eV
Total charge: -1
Orbital gap: 9.00 eV

=====

## B
A 3-piece molecular cluster, CH4N2O3P overall. Source: OMol25; level of theory: wB97M-V/def2-TZVPD.

Atoms and positions in Å:
H: 4.20319 0.74757 -1.01918
N: -3.43623 -0.76938 0.48531
H: 3.43536 0.49717 0.09311
O: -4.74605 1.04388 -0.29279
C: -3.99007 0.19743 0.08372
O: 4.22357 0.87711 -0.11690
O: -0.91546 -0.81857 0.29570
H: 1.71505 -0.74042 -0.85426
P: 0.29632 -0.10589 0.87787
N: 1.54465 -0.11075 -0.03267
H: -2.33033 -0.81817 0.48009

Results
Highest occupied orbital energy: -5.27 eV
Total charge: -1
Orbital gap: 9.03 eV

=====

Stability check: which of them is least stable? B.

=====

## A
An isolated ion of composition C2H5N2O and charge +1. Source: OMol25; level of theory: wB97M-V/def2-TZVPD.

Atoms and positions in Å:
O: 1.10898 -0.91158 -0.56342
N: -1.00408 -0.38387 -1.25968
H: 1.94647 -0.45954 0.99491
H: -0.54479 -0.88043 -1.97845
C: -1.15574 -0.00154 -0.07194
N: -0.21198 0.14631 0.88296
H: -2.17158 0.53574 0.08408
H: 1.46779 1.07749 0.05207
H: -0.59708 0.82963 1.53511
C: 1.16202 0.04778 0.32437

Results
Highest occupied orbital energy (alpha / beta): -16.01 / -16.33 eV
Total charge: +1
Orbital gap (alpha / beta): 8.25 / 9.18 eV

=====

## B
A 2-piece molecular cluster, C2H5N2O overall. Source: OMol25; level of theory: wB97M-V/def2-TZVPD.

Atoms and positions in Å:
C: -1.29775 -0.10031 -0.79385
H: -1.38831 -0.44994 -1.93423
O: -2.12936 -0.35749 0.00688
H: 1.92449 -1.27074 0.50793
C: -0.16877 0.54447 -0.28196
H: -0.09164 2.39230 0.69174
H: 0.49594 -2.00599 0.50524
N: 0.28745 1.48278 0.42424
N: 1.14898 -1.50018 -0.05897
H: 1.21897 1.26509 0.93296

Results
Highest occupied orbital energy (alpha / beta): -15.78 / -15.39 eV
Total charge: +1
Orbital gap (alpha / beta): 8.59 / 9.34 eV

=====

## C
C2H5N2O as an isolated structure. Source: OMol25; level of theory: wB97M-V/def2-TZVPD.

Atoms and positions in Å:
H: 2.11654 -0.48905 0.43278
H: 2.17442 0.70080 -0.53534
H: -2.03566 -1.41934 0.66380
N: 1.50480 0.19735 0.01781
C: -1.53199 -0.80103 -0.07263
C: 0.22988 0.23249 0.02766
H: -0.46127 2.13710 0.11327
H: -1.40738 -1.01932 -1.06464
O: -1.87680 0.54427 0.12479
N: -0.66289 1.18986 -0.12199

Results
Highest occupied orbital energy: -15.57 eV
Total charge: +1
Orbital gap: 10.40 eV

=====

## D
An isolated ion of composition C2H5N2O and charge +1. Source: OMol25; level of theory: wB97M-V/def2-TZVPD.

Atoms and positions in Å:
H: -0.02704 1.78090 1.11299
N: -0.87776 -0.05998 0.00633
C: 0.08535 -1.16983 0.09213
H: -0.16140 -1.92730 0.96851
C: -0.07042 1.11528 0.06076
O: 1.36194 -0.58761 0.19452
H: 0.16501 -1.68715 -0.92827
H: -0.18395 1.86720 -0.78586
N: 1.25924 0.73150 0.06721
H: -1.55097 -0.06301 -0.78833

Results
Highest occupied orbital energy (alpha / beta): -15.39 / -15.39 eV
Total charge: +1
Orbital gap (alpha / beta): 7.36 / 7.36 eV

=====

Stability check: which of them is least stable? B.

=====

## A
A 2-piece molecular cluster, C2H5N2O overall. Source: OMol25; level of theory: wB97M-V/def2-TZVPD.

Atoms and positions in Å:
H: 0.39362 -0.63822 -1.37239
H: -1.52284 1.12467 -0.80542
C: 0.21522 -0.20789 -0.40020
H: -0.84259 -0.84847 1.36013
H: -0.60533 1.49108 0.71913
C: -0.80565 0.77562 -0.07144
N: -0.93798 -0.62771 0.36959
N: 2.49790 0.43473 0.33420
H: -1.64815 -1.20823 -0.08491
O: 3.25581 -0.29558 -0.04868

Results
Highest occupied orbital energy (alpha / beta): -14.32 / -13.15 eV
Total charge: +1
Orbital gap (alpha / beta): 9.55 / 7.61 eV

=====

## B
An isolated ion of composition C2H5N2O and charge +1. Source: OMol25; level of theory: wB97M-V/def2-TZVPD.

Atoms and positions in Å:
H: 0.51856 -2.34103 -0.32209
O: 3.20282 0.02683 -0.18550
H: -1.02151 0.75945 -0.35880
H: 0.67310 1.79018 -0.76637
C: 0.11076 0.98456 -0.09492
N: 0.80834 -0.33282 -0.11430
H: -0.68031 -1.49373 0.68276
N: 0.02600 -1.44286 -0.04329
C: 2.08931 -0.16624 -0.05754
H: 0.18159 1.57055 0.82826

Results
SMILES string: C[N+](N)=C=O
Highest occupied orbital energy: -15.22 eV
Total charge: +1
Orbital gap: 9.85 eV

=====

Stability check: which of them is least stable? A.

=====

## A
One molecule with the formula C22H25N3O4. Source: OMol25; level of theory: wB97M-V/def2-TZVPD.

Atoms and positions in Å:
H: 2.46896 1.88748 0.17773
H: -2.90015 -5.06473 -2.49333
H: 3.08156 7.59382 1.78612
H: 2.53333 -0.53602 2.18191
C: -0.52541 -1.35919 -2.44248
C: -1.39242 -0.59749 -3.22289
C: -0.97133 -2.58952 -1.97394
H: 3.18425 6.49837 0.38602
C: 1.82546 2.59285 0.68388
H: 1.37298 -2.94944 -0.54365
H: -3.32363 -0.43542 -4.09899
H: -1.30296 2.84316 1.93281
C: -2.25792 -3.03911 -2.23759
C: 1.69302 -0.91904 -1.25921
H: -0.48864 5.13810 2.40216
H: 0.01136 -0.35752 3.91301
O: 2.64040 -0.14994 -1.27002
H: 0.51301 -2.92869 3.86874
H: 1.70142 0.94510 2.70662
C: 0.05486 0.84721 0.68877
O: 0.03372 -3.74241 1.63312
H: -4.49713 -3.69885 -3.80994
H: 2.51307 -1.96729 0.37655
C: 0.43374 -1.53588 0.81428
H: -0.51860 -1.51489 0.26887
C: -0.29809 3.13295 1.66493
C: -4.51515 -2.73045 -3.31093
O: -0.82003 0.67707 -0.13989
C: 1.55999 -0.10006 2.43267
H: -3.61849 -4.24546 -1.11255
H: -0.33317 -3.23573 -1.39703
H: -5.08882 -2.84321 -2.39122
C: 1.55969 -1.95075 -0.15723
C: 1.43844 4.79867 1.55686
C: -2.69998 -4.35998 -1.68620
O: 1.77546 6.08281 1.85290
C: -2.66694 -1.04707 -3.49712
H: 0.93233 -0.01750 -2.82101
H: 1.61615 -0.91552 4.44044
N: 0.62662 -2.21649 3.16106
H: -5.02894 -2.01870 -3.95199
N: 0.75273 -0.82252 -2.22823
N: 0.67287 -0.19576 1.30474
C: 0.92803 -0.87132 3.59246
C: 0.32817 -2.59568 1.90161
H: -1.93870 -4.78152 -1.03533
C: 2.27284 3.87970 0.92750
C: 0.14788 4.41048 1.92425
C: 0.54382 2.20721 1.05737
H: 3.84723 5.99649 1.96781
C: 3.04583 6.55238 1.47040
H: -1.06721 0.36039 -3.60158
H: 3.26874 4.15248 0.61683
C: -3.12428 -2.26353 -3.01000

Results
SMILES string: COc1ccc(C(=O)N2CCNC(=O)[C@@H]2CC(=O)Nc2ccc(C)c(C)c2)cc1
Highest occupied orbital energy: -8.04 eV
Orbital gap: 8.67 eV

=====

## B
One molecule with the formula C22H25N3O4. Source: OMol25; level of theory: wB97M-V/def2-TZVPD.

Atoms and positions in Å:
C: 0.89370 -3.42994 3.43004
C: -3.52327 -0.37438 2.06298
O: 0.08142 -0.84522 -1.52919
H: -2.10459 -0.07074 -2.71294
C: -2.54266 0.38691 1.45318
N: -1.23411 2.48223 -2.44080
C: 1.95390 -2.64461 1.45120
H: -3.81795 0.32190 -2.89611
H: 2.29403 -3.94934 -0.19991
C: 3.47867 0.46343 -1.09981
N: 1.11128 1.17564 -1.20523
H: 2.03877 0.11622 -2.68057
H: 2.71414 0.63716 1.51078
C: -1.33997 -1.63027 0.89692
C: 2.39291 -2.93686 0.15760
C: 0.03013 1.72653 0.77442
H: 1.76534 -1.08052 2.92449
H: -3.00119 0.62684 -1.36251
H: 2.56500 1.81647 -2.54666
C: 2.08525 -1.34683 1.92977
C: 2.29890 0.91708 -1.98439
H: -4.18976 -2.34509 2.56771
H: 4.28186 0.11986 -1.75291
H: 0.09104 -2.68588 3.39438
H: 3.22908 -2.18772 -1.64921
H: -4.37351 0.11583 2.51246
H: -2.24978 -3.45542 1.51803
H: -0.42527 2.02616 -2.83306
O: -2.03535 3.69858 -0.71776
C: -2.33310 -2.37896 1.50339
C: 0.25409 0.16105 -0.89091
H: -2.62001 1.46238 1.42209
C: -1.09731 3.24463 -1.33445
H: -0.49606 -2.11227 0.43142
N: -0.44186 0.54101 0.26553
H: -2.51822 2.08417 -4.01340
H: 0.48940 -4.38040 3.77459
C: -2.52948 2.04527 -2.92044
C: -3.42063 -1.75543 2.09148
H: 0.34898 4.32612 -0.20593
H: 3.85028 1.30837 -0.51673
C: -2.88304 0.64008 -2.44333
H: -3.26030 2.76358 -2.54289
C: 0.99083 2.27262 -0.28023
H: 1.95134 2.54935 0.16386
H: 1.67130 -3.09671 4.12500
C: 0.35430 3.51546 -0.93482
O: -0.25188 2.23040 1.82587
O: 1.41872 -3.68274 2.14900
C: 2.61970 -0.36423 1.11347
C: -1.44723 -0.24620 0.87818
C: 3.02749 -0.63960 -0.18243
C: 2.91467 -1.94728 -0.64456
H: 0.94001 3.81131 -1.80669

Results
SMILES string: CCNC(=O)C[C@H]1C(=O)N(c2ccccc2)C(=O)N1CCc1ccc(OC)cc1
Highest occupied orbital energy: -8.53 eV
Orbital gap: 9.04 eV

=====

Stability check: which of them is least stable? A.

=====

## A
C30H44N2O6P2Pt as an isolated structure. Source: OMol25; level of theory: wB97M-V/def2-TZVPD.

Atoms and positions in Å:
H: -4.58829 2.67715 0.08214
C: 5.30961 2.51534 -1.01977
O: 1.82038 5.94508 -1.64904
C: -1.42386 -2.32605 -2.32565
C: 0.14867 -2.29404 0.51309
C: -0.34421 -5.37707 2.13754
O: 1.94723 1.20628 -0.58513
O: 7.97383 2.54177 -1.53064
H: -1.28536 -6.85287 0.84839
C: -2.66126 1.78120 0.09337
C: 3.91614 2.51040 -0.85104
H: -0.51936 -3.46887 3.12371
H: -0.49987 -6.17688 2.88476
H: -1.13743 2.55688 3.02106
C: 1.14146 -0.18011 2.16529
C: -2.01153 2.83256 2.40730
H: 0.18079 4.23709 1.74811
H: 0.91676 0.72156 2.74893
C: -0.85978 2.65480 -1.14597
H: -2.90273 -2.97956 2.41377
H: 1.22689 -2.47261 0.57361
H: -0.40413 -3.22183 0.65085
H: -1.98624 0.84864 -3.15196
H: -2.20175 3.90217 2.58880
O: 3.64480 7.05437 -2.18906
H: 0.34696 -6.36402 0.36458
H: -1.14601 -3.37660 -2.47216
N: 3.06456 6.01312 -1.82463
C: -2.01756 1.81904 -1.25263
H: 5.87875 1.62016 -0.78395
C: -2.44660 -4.76880 -0.53897
H: 1.81980 -1.82262 -2.01255
H: -0.38126 -4.72236 -1.05350
H: 1.73458 -0.88931 2.76095
H: 5.75068 5.73439 -2.14262
C: -4.13375 1.69984 0.28614
H: -0.49823 2.85393 -3.23454
H: 0.83016 -0.63707 -2.95308
N: 7.37610 3.61561 -1.75242
H: -2.32413 -0.74253 3.20896
H: 2.12428 3.65888 -1.04869
C: -2.67452 1.42759 -2.51910
C: -0.62197 -5.98069 0.73197
C: -1.14866 -5.05052 -0.33609
C: -0.70655 3.06406 0.20437
C: 3.19954 3.67176 -1.15270
H: -2.99132 -6.02382 2.30402
H: 1.29268 3.22397 0.81325
C: 3.22105 1.25584 -0.36961
C: 0.00616 3.02554 -2.27652
H: -4.56537 0.96369 -0.39780
H: -2.46923 -2.24098 -1.99949
H: -1.21175 -2.00002 3.80867
H: -3.56318 0.82085 -2.31877
H: -4.37028 1.42200 1.32027
H: 0.89983 2.38179 -2.24681
H: -2.88215 2.26555 2.76080
C: -2.42213 -3.95162 2.26693
C: 1.10675 -0.99085 -1.95233
C: -1.26762 -1.01836 3.33458
O: 3.91896 0.39413 0.19064
H: -1.30963 -1.78325 -3.27933
Pt: -1.63733 -0.03315 0.08421
C: 5.24338 4.84561 -1.78066
H: -4.47932 -4.76499 0.04015
C: 5.96133 3.66906 -1.50510
P: -0.41943 -0.98413 1.72371
C: -3.55135 -5.27087 0.34187
H: -0.78879 -0.26764 3.98260
H: -4.33552 -4.86996 2.30411
C: -1.76505 2.56604 0.97623
H: -2.96678 2.32052 -3.08849
C: 3.85377 4.83331 -1.58957
H: -2.77826 -4.31819 -1.47071
C: -1.11912 -4.15160 2.51825
H: -3.71829 -6.35148 0.17498
P: -0.37510 -1.51381 -1.10039
H: 0.35970 4.06581 -2.21815
H: 0.72527 -5.11299 2.20547
H: 0.67948 4.71461 0.09461
H: 1.70844 0.10715 1.26834
H: 1.57615 -0.13006 -1.38022
C: 0.40886 3.87323 0.74147
C: -3.34213 -5.07368 1.86724
O: 7.94035 4.64350 -2.18026

Results
Highest occupied orbital energy (alpha / beta): -13.60 / -14.03 eV
Total charge: +2
Orbital gap (alpha / beta): 6.61 / 3.61 eV
Multiplicity: 5

=====

## B
C30H44N2O6P2Pt as an isolated structure. Source: OMol25; level of theory: wB97M-V/def2-TZVPD.

Atoms and positions in Å:
H: 0.87568 4.33070 0.31865
C: 0.75846 -0.54112 3.19772
C: -5.42917 -3.40051 -0.03720
H: 2.30438 -3.09226 -0.07037
H: 3.85344 1.75394 -4.20030
C: -4.25293 -4.77477 2.09279
H: 1.30177 1.34175 4.00508
C: 1.33569 4.84087 -2.15671
H: -6.00112 -6.04959 2.08664
H: -0.44939 1.02272 4.00400
C: 0.21674 -1.01505 -2.25884
H: 4.55324 5.54526 -2.35678
C: -1.70961 2.06163 0.81652
C: -3.41265 -1.77267 -0.17131
H: 0.68352 -4.48245 1.21234
H: -1.70912 -2.81565 3.78147
P: 0.04981 2.03887 0.42920
C: 0.88319 3.51474 1.04502
H: -2.63318 -3.37626 1.86369
H: -2.20080 2.87509 0.26493
C: 2.03569 -0.84424 2.53098
C: 4.36429 3.77935 -3.55685
H: 5.07976 3.32813 -2.85262
C: -3.60121 -3.67948 1.48642
C: 3.38980 2.73606 -4.00860
C: 2.10882 2.93419 -4.34406
H: -2.18381 1.10304 0.54773
H: 0.61564 4.99448 -1.34240
C: -5.50510 -5.20253 1.62937
H: -5.92907 -2.87980 -0.85112
C: 1.49270 4.26567 -4.66942
H: 0.55630 5.99657 -3.76825
H: 0.76762 4.08947 -5.48684
H: 1.92544 3.26381 1.28433
O: -4.16366 -0.98690 -0.79239
H: 3.74126 -0.90115 3.80850
H: -0.69592 -4.30207 2.31529
H: -0.69299 -1.30716 -1.70235
C: -1.47333 -1.76545 3.55599
H: -1.83967 2.23318 1.89357
H: -0.05922 -0.61776 -3.24628
C: 0.47200 -2.51747 2.03403
O: -7.91932 -5.90536 0.65083
O: -7.90114 -4.31073 -0.86161
Pt: 1.25591 0.19190 0.89301
C: -4.16132 -2.97544 0.41601
C: 1.76734 -2.03403 1.69833
H: 3.58117 -2.04772 0.59831
P: 1.12618 0.22052 -1.34093
H: 2.86946 1.11421 -2.72491
H: 3.18872 -0.57738 -2.25518
H: 1.44848 2.07450 -4.55151
C: 3.37571 -0.34767 2.93704
N: -3.61830 -5.45866 3.19237
H: -2.26495 -1.40485 2.87858
H: -0.73598 1.75197 -1.90527
H: 4.08779 -0.46931 2.11748
H: 3.38512 5.71532 -3.67704
O: -4.20970 -6.43803 3.69360
C: -0.09982 -3.79176 1.54724
H: 0.59533 0.21917 5.19469
H: 0.82290 2.62912 -1.86473
O: -2.17227 -1.70396 0.04202
O: -2.50549 -5.05415 3.60733
H: 2.24844 4.96078 -5.05921
C: 0.71118 4.93247 -3.51724
H: 4.96473 4.10254 -4.42470
H: 3.32261 0.71365 3.19233
C: 2.64830 4.75807 -1.89596
H: 0.37980 3.83626 1.96678
H: 0.85603 -1.89826 -2.39408
C: 2.76620 -2.73072 0.86103
H: 3.00901 4.58863 -0.86847
C: 0.23443 1.83209 -1.39986
C: -0.13766 -1.61241 2.93272
N: -7.37985 -4.92905 0.08695
C: 0.54194 0.56607 4.15038
H: 3.19471 -3.60502 1.37546
H: -0.77422 -3.60577 0.69705
H: -1.55069 -1.19071 4.48818
C: 3.73752 5.02738 -2.89662
C: -6.08944 -4.50364 0.56179
C: 2.81948 0.39583 -1.90942
H: 3.45493 0.75048 -1.08746
H: -0.29657 4.48845 -3.47691

Results
Highest occupied orbital energy (alpha / beta): -11.94 / -13.47 eV
Total charge: +2
Orbital gap (alpha / beta): 5.98 / 4.16 eV
Multiplicity: 5

=====

Stability check: which of them is least stable? A.